No. 1
The following is a quantum chemistry calculation of a 2-piece molecular cluster, C6H13IO2 overall at a distorted geometry, from the Open Molecules 2025 dataset.

XYZ file:
```
22
Properties=species:S:1:pos:R:3:forces:R:3
C 2.160450 -1.609889 -0.555386 -0.3 -2.0 1.3
C 1.059839 1.337981 -0.310845 -1.0 0.2 -0.6
C 1.611428 -0.941805 0.736748 0.7 1.1 0.3
C -0.658407 -0.655142 0.009743 -3.6 3.8 1.7
C 0.476110 0.149935 0.494980 2.4 -2.2 -1.0
C -2.417444 0.785545 0.028323 3.1 -3.8 -1.3
O -2.181208 1.321146 1.195615 -0.6 1.4 0.9
O -2.479816 1.633411 -1.048147 -0.7 -0.5 0.6
I -4.263037 -0.521569 0.064092 0.1 0.1 0.0
H 2.996373 -1.211344 -1.118148 -0.3 0.9 -0.1
H 1.281401 -1.897644 -1.212095 1.4 0.2 0.6
H 2.647448 -2.540587 -0.119210 -0.8 0.6 -1.0
H 1.271947 1.069793 -1.338397 0.6 -0.6 -0.2
H 0.190926 1.979591 -0.515499 0.4 0.5 0.6
H 1.961771 1.916107 0.077974 -1.4 -1.0 0.0
H 1.378801 -1.778483 1.458405 -0.4 1.1 -0.8
H 2.320717 -0.289128 1.294986 0.4 -0.9 -0.5
H -0.563250 -0.908342 -0.969302 -0.2 -1.0 -2.8
H -1.172537 -1.351271 0.674490 0.6 0.1 -0.1
H 0.303116 0.462541 1.445576 -0.9 1.2 2.8
H -2.908888 1.951191 1.364481 0.4 0.2 0.3
H -3.015747 1.097961 -1.658391 0.3 0.6 -0.4
```
Positions in Å, forces in eV/Å.

Summary:
ΔE to the lowest compared entry with this formula, charge and spin ... 35.0 kcal per mole
Gap between HOMO and LUMO ... 8.3 eV
Energy ... -18624.984 eV

***

No. 2
The following is a quantum chemistry calculation of C6H13IOSi as an isolated structure at a distorted geometry, from the Open Molecules 2025 dataset.

XYZ file:
```
22
Properties=species:S:1:pos:R:3:forces:R:3
C -0.332814 -2.611185 1.533822 0.8 2.1 -0.1
C -0.546880 -1.283340 1.440432 1.7 0.1 -1.2
C 0.922493 0.850205 1.686130 1.0 1.1 -1.8
C 1.207613 1.094409 -2.066240 -4.1 -3.4 -2.5
C -1.702283 1.380880 -0.671188 -0.2 -2.9 1.7
C 0.411716 -0.314248 0.791703 2.1 0.7 -0.6
O -0.558253 -1.239621 -1.355267 -2.2 -1.9 -4.0
Si -0.183224 0.275271 -0.952711 0.8 1.0 0.6
I 2.349506 -1.285876 0.107859 -0.4 -0.2 0.4
H -1.067673 -3.228589 1.840335 -2.9 -1.6 1.3
H 0.535792 -3.261759 1.397870 0.4 1.3 -0.5
H -1.432770 -0.635055 1.612917 -0.1 -1.5 0.4
H 0.948409 0.471694 2.677480 -0.3 0.3 1.2
H 2.038417 1.163232 1.458546 -2.4 -0.5 0.2
H 0.252116 1.752560 1.480270 0.8 -1.0 0.9
H 1.528033 0.304377 -2.824860 0.0 0.8 1.3
H 0.748774 1.835990 -2.691990 -0.1 0.9 0.0
H 1.934476 1.395706 -1.451566 3.1 1.4 1.9
H -2.355065 0.823800 0.141412 1.1 1.4 -1.7
H -1.429954 2.343650 -0.380334 0.7 1.6 1.3
H -2.257732 1.637768 -1.523098 -1.1 -0.4 -1.5
H -1.010695 -1.469869 -2.251522 1.3 0.7 2.5
```
Positions in Å, forces in eV/Å.

Summary:
ΔE to the lowest compared entry with this formula, charge and spin ... 22.8 kcal per mole
Gap between HOMO and LUMO ... 9.2 eV
Energy ... -24458.016 eV

***

No. 3
The following is a quantum chemistry calculation of one molecule with the formula C6H13N at a distorted geometry, from the Open Molecules 2025 dataset.

XYZ file:
```
20
Properties=species:S:1:pos:R:3:forces:R:3
C 1.453842 -1.580030 0.201591 0.3 0.7 -0.7
C 0.956764 -0.067859 0.115589 -3.3 -4.0 1.9
C 0.283692 0.238264 1.550419 -0.6 -1.8 -2.0
C -1.267554 0.411452 1.329353 1.9 1.2 1.1
C -1.345317 0.714575 -0.168848 -0.9 -2.1 1.5
N -0.246482 -0.079825 -0.776080 -0.8 2.6 -1.4
C -0.194325 0.538411 -2.162670 1.4 -3.2 0.4
H 0.744343 -2.405816 0.365836 -0.5 1.0 0.4
H 1.880138 -1.904484 -0.740281 0.5 0.2 -0.4
H 2.218336 -1.641583 0.965070 0.3 -0.1 0.2
H 1.794415 0.555417 -0.068801 0.5 0.9 -0.6
H 0.392630 -0.588134 2.249876 0.6 0.0 -0.1
H 0.827914 1.058975 1.876634 0.4 1.9 1.2
H -1.538561 1.237405 2.030525 -0.4 -0.4 -0.8
H -1.779667 -0.496442 1.693937 0.1 0.4 -0.7
H -2.317003 0.334602 -0.493693 0.1 -0.2 -0.5
H -1.388516 1.757124 -0.417097 0.6 0.9 0.0
H 0.210944 1.512849 -2.179365 0.2 1.5 0.2
H 0.507904 -0.082862 -2.769957 -0.6 0.4 0.2
H -1.193496 0.487959 -2.602040 0.2 0.1 0.1
```
Positions in Å, forces in eV/Å.

Summary:
ΔE to the lowest compared entry with this formula, charge and spin ... 29.5 kcal per mole
Gap between HOMO and LUMO ... 9.7 eV
SMILES string ... C[C@@H]1CCCN1C
Energy ... -7921.554 eV

***

No. 4
The following is a quantum chemistry calculation of C6H13N as an isolated structure at a distorted geometry, from the Open Molecules 2025 dataset.

XYZ file:
```
20
Properties=species:S:1:pos:R:3:forces:R:3
C -2.695435 -0.236349 1.173102 1.0 -0.6 0.3
C -2.156265 -0.576846 -0.237136 -1.5 -0.5 0.3
C -1.177176 0.439734 -0.680853 2.5 -2.8 0.4
C 0.145828 0.193736 -0.370638 -0.8 1.9 -1.5
C 0.672742 -1.021125 0.149676 -3.3 -1.7 2.3
N 1.835334 -1.053562 0.888866 -1.3 2.1 -0.6
C 1.153573 1.105384 -0.975152 1.6 0.5 0.5
H -2.996281 0.801531 1.255366 -0.2 0.1 0.0
H -3.477443 -0.899461 1.549877 -0.1 0.1 -0.3
H -1.829171 -0.373537 1.845930 -0.4 0.2 0.0
H -2.991110 -0.727325 -0.938886 0.1 0.5 0.1
H -1.663811 -1.570504 -0.206634 0.1 0.5 0.2
H 4.051912 1.197381 0.354515 0.1 -0.1 -0.1
H -1.352921 1.103516 -1.496814 -0.4 0.9 0.1
H 4.317840 0.672993 -0.104658 0.0 0.1 0.1
H 1.834848 -1.974240 1.327874 0.9 -0.6 -1.4
H 1.882158 -1.086859 -0.295549 2.4 -1.2 0.8
H 2.065397 0.542967 -1.266258 -0.7 0.2 -1.0
H 1.701023 1.720677 -0.245942 -0.8 0.3 0.2
H 0.678956 1.741881 -1.726694 0.6 -0.2 -0.1
```
Positions in Å, forces in eV/Å.

Summary:
ΔE to the lowest compared entry with this formula, charge and spin ... 152.7 kcal per mole
Gap between HOMO and LUMO ... 7.4 eV
Energy ... -7916.211 eV

***

No. 5
The following is a quantum chemistry calculation of one molecule with the formula C6H13N at a distorted geometry, from the Open Molecules 2025 dataset.

XYZ file:
```
20
Properties=species:S:1:pos:R:3:forces:R:3
C 1.640713 -2.813856 1.458937 0.0 -0.1 0.1
C 1.563232 -1.269668 1.701876 0.7 -1.1 -1.2
C 0.364281 -0.732364 0.983635 0.3 0.7 1.4
C 0.335781 0.163242 0.003302 -0.7 -0.6 -1.1
N -0.839640 0.621935 -0.600945 -0.7 1.1 -0.1
C -0.809037 1.651720 -1.672976 0.5 -2.1 0.0
C -2.185027 2.274345 -1.772167 1.3 1.2 -1.5
H 0.924078 -3.179272 0.722291 -0.3 0.4 0.1
H 2.594682 -3.064508 0.988906 0.1 -0.1 0.5
H 1.474521 -3.410318 2.357598 0.3 0.0 0.0
H 2.528469 -0.928303 1.315088 -0.3 0.6 -0.1
H 1.568582 -0.988086 2.752539 -0.2 -0.2 0.1
H -0.548467 -1.020507 1.505126 -0.2 0.1 -0.4
H 1.202593 0.367536 -0.618097 0.3 0.3 0.4
H -1.636443 0.849567 -0.011524 0.5 -0.5 0.3
H 0.032186 2.326871 -1.509185 -0.3 0.5 0.0
H -0.592033 1.088217 -2.594735 0.0 0.4 0.0
H -2.947167 1.502966 -1.819565 -0.3 0.2 0.9
H -2.259296 2.758639 -2.756000 0.1 -0.1 0.0
H -2.208004 3.143098 -1.113339 -0.9 -0.6 0.6
```
Positions in Å, forces in eV/Å.

Summary:
ΔE to the lowest compared entry with this formula, charge and spin ... 28.5 kcal per mole
Gap between HOMO and LUMO ... 8.7 eV
SMILES string ... CC/C=C/NCC
Energy ... -7921.596 eV

***

No. 6
The following is a quantum chemistry calculation of one molecule with the formula C6H13N at a distorted geometry, from the Open Molecules 2025 dataset.

XYZ file:
```
20
Properties=species:S:1:pos:R:3:forces:R:3
C -0.150082 2.523180 -0.319968 2.4 -0.9 -0.8
C 0.724109 1.661861 -0.933525 -2.0 1.4 -0.4
C 1.316489 0.420022 -0.288326 1.1 0.5 -2.0
C 0.275805 -0.726863 -0.355063 -0.7 -0.6 1.0
C 0.870050 -2.058989 0.200704 0.3 1.6 1.0
N -0.964335 -0.231042 0.321077 2.0 2.5 2.4
C -1.902419 -1.052928 1.019192 -0.7 0.0 -2.0
H -0.480928 3.509890 -0.700320 -0.1 -1.1 -0.1
H -0.338461 2.259136 0.701521 -0.3 0.6 0.6
H 0.780400 1.730130 -2.038757 0.5 0.2 0.7
H 2.260151 0.144058 -0.859244 -1.3 0.0 0.0
H 1.861920 0.727538 0.612753 -1.2 -0.6 0.8
H -0.080421 -0.889752 -1.400199 0.8 0.1 0.4
H 0.244980 -2.884037 -0.141968 0.3 -0.2 0.3
H 1.913763 -2.088280 -0.209607 -0.9 -0.5 0.5
H 0.905374 -1.986613 1.364011 0.0 -0.4 -2.0
H -0.613683 0.390771 1.087525 -0.2 -0.4 -1.2
H -2.255844 -1.634537 0.213327 -1.7 -1.0 -0.7
H -2.690891 -0.482295 1.514679 0.1 0.1 -0.4
H -1.559730 -1.776409 1.670661 1.3 -1.4 2.0
```
Positions in Å, forces in eV/Å.

Summary:
ΔE to the lowest compared entry with this formula, charge and spin ... 53.3 kcal per mole
Gap between HOMO and LUMO ... 9.6 eV
SMILES string ... C=CC[C@@H](C)NC
Energy ... -7920.524 eV

***

Copy entry 2 word for word.
The following is a quantum chemistry calculation of C6H13IOSi as an isolated structure at a distorted geometry, from the Open Molecules 2025 dataset.

XYZ file:
```
22
Properties=species:S:1:pos:R:3:forces:R:3
C -0.332814 -2.611185 1.533822 0.8 2.1 -0.1
C -0.546880 -1.283340 1.440432 1.7 0.1 -1.2
C 0.922493 0.850205 1.686130 1.0 1.1 -1.8
C 1.207613 1.094409 -2.066240 -4.1 -3.4 -2.5
C -1.702283 1.380880 -0.671188 -0.2 -2.9 1.7
C 0.411716 -0.314248 0.791703 2.1 0.7 -0.6
O -0.558253 -1.239621 -1.355267 -2.2 -1.9 -4.0
Si -0.183224 0.275271 -0.952711 0.8 1.0 0.6
I 2.349506 -1.285876 0.107859 -0.4 -0.2 0.4
H -1.067673 -3.228589 1.840335 -2.9 -1.6 1.3
H 0.535792 -3.261759 1.397870 0.4 1.3 -0.5
H -1.432770 -0.635055 1.612917 -0.1 -1.5 0.4
H 0.948409 0.471694 2.677480 -0.3 0.3 1.2
H 2.038417 1.163232 1.458546 -2.4 -0.5 0.2
H 0.252116 1.752560 1.480270 0.8 -1.0 0.9
H 1.528033 0.304377 -2.824860 0.0 0.8 1.3
H 0.748774 1.835990 -2.691990 -0.1 0.9 0.0
H 1.934476 1.395706 -1.451566 3.1 1.4 1.9
H -2.355065 0.823800 0.141412 1.1 1.4 -1.7
H -1.429954 2.343650 -0.380334 0.7 1.6 1.3
H -2.257732 1.637768 -1.523098 -1.1 -0.4 -1.5
H -1.010695 -1.469869 -2.251522 1.3 0.7 2.5
```
Positions in Å, forces in eV/Å.

Summary:
ΔE to the lowest compared entry with this formula, charge and spin ... 22.8 kcal per mole
Gap between HOMO and LUMO ... 9.2 eV
Energy ... -24458.016 eV